Molecular formula: C82H180F8N12O16S8
Method: DFT, the ωB97M-V functional and the def2-TZVPD basis

**Gap between HOMO and LUMO**: 0.3602 Eh
**Molecular weight**: 1998.93 g/mol
**Net charge**: +4

Geometry as XYZ:
```
306
Properties=species:S:1:pos:R:3:forces:R:3
S 27.391 18.515 17.662 -2.57 -2.78 -1.87
S 21.631 23.954 17.741 3.52 -0.33 2.44
S 21.811 16.078 18.664 0.89 -0.93 2.42
S 15.535 21.472 13.261 0.73 -3.03 -1.02
S 22.418 25.652 19.772 2.15 3.92 -4.91
S 17.640 20.004 12.436 1.34 2.06 -0.31
S 19.135 17.217 18.540 -0.05 -1.04 3.13
S 29.511 19.556 19.150 0.45 -3.81 1.87
F 17.107 19.674 10.977 -0.13 0.44 0.37
F 22.593 16.685 19.976 -0.57 0.09 -1.03
F 20.617 24.292 16.687 -1.71 0.49 -1.85
F 30.935 19.152 18.859 2.23 -0.76 -1.27
F 27.620 18.613 16.056 0.78 -0.10 0.63
F 23.294 27.081 19.440 0.01 -2.21 0.04
F 14.995 22.555 12.364 -1.01 1.83 -1.52
F 19.689 18.662 18.680 0.15 1.21 0.12
O 22.137 14.680 18.834 -0.81 0.75 -0.57
O 23.324 24.739 20.331 0.90 -1.42 0.70
O 17.238 18.871 13.197 -0.28 0.34 0.38
O 29.411 19.225 20.501 -1.03 -0.68 2.83
O 20.939 23.195 18.755 0.14 0.34 -0.42
O 29.433 20.868 18.820 -1.10 5.65 -2.54
O 21.459 26.320 20.518 -3.06 -0.25 1.81
O 19.044 20.251 12.251 -0.01 -0.43 -0.05
O 26.521 19.639 17.817 0.40 0.47 0.95
O 22.402 16.754 17.559 -0.57 0.57 -0.47
O 26.746 17.181 17.737 1.36 2.32 0.27
O 14.762 20.286 12.985 0.61 0.14 -0.99
O 18.016 17.132 19.444 1.08 0.12 -0.63
O 22.701 23.256 17.033 -1.11 0.26 0.15
O 15.335 21.903 14.561 0.08 2.02 3.60
O 18.874 17.055 17.178 -0.15 -0.30 -2.58
N 20.347 16.397 19.121 -0.08 -0.42 -0.40
N 14.440 27.861 19.811 0.59 -0.85 2.39
N 18.535 24.319 9.495 0.12 -1.02 -0.68
N 22.033 20.022 15.249 -0.60 0.18 0.80
N 12.749 18.558 15.724 -1.29 -1.73 0.35
N 17.091 21.546 12.794 -1.27 -3.45 -0.19
N 26.695 24.963 17.019 0.51 -0.65 0.57
N 29.380 14.629 18.633 0.44 -0.51 0.47
N 19.280 12.631 17.135 1.85 0.40 0.01
N 28.784 18.463 18.301 -0.71 -0.15 -1.21
N 22.114 25.420 18.151 -0.55 -0.95 1.97
N 22.576 20.205 22.667 0.25 0.55 1.26
C 20.032 13.703 16.335 -1.15 0.25 0.86
C 21.670 18.982 22.539 -1.06 1.73 -0.87
C 20.244 13.453 14.884 -0.43 -1.31 -0.86
C 18.980 11.897 19.441 0.75 1.48 0.81
C 14.315 26.700 17.569 -0.33 -0.31 0.49
C 21.591 22.522 22.403 1.26 0.52 -1.62
C 26.104 22.151 19.684 -1.16 0.10 0.08
C 20.167 11.441 17.321 -0.37 -0.73 0.79
C 18.793 21.345 16.910 -0.95 0.91 -0.40
C 23.336 19.686 15.945 -0.01 0.36 1.05
C 27.303 13.959 17.258 -0.62 -0.65 0.93
C 26.407 14.182 16.027 0.81 1.12 0.50
C 13.260 28.676 19.461 0.82 0.68 -1.10
C 26.687 26.439 17.364 -1.79 -0.40 1.85
C 14.387 26.566 19.098 1.30 0.01 -1.27
C 24.964 13.756 16.080 0.46 -1.38 -0.13
C 17.843 23.348 8.530 0.14 -0.26 -0.60
C 27.152 22.376 20.733 1.62 -0.39 -0.19
C 14.539 25.348 16.955 -1.74 -1.35 -0.18
C 15.619 13.072 15.834 1.65 0.84 -0.83
C 16.846 25.572 8.256 -0.20 1.69 0.51
C 21.505 18.868 14.461 -0.09 -0.23 0.52
C 19.069 13.135 18.540 -1.25 -0.21 -0.37
C 20.181 19.400 22.304 0.27 -1.34 1.18
C 18.465 24.902 11.888 0.91 0.98 1.41
C 26.389 24.240 18.307 -0.56 -0.81 0.12
C 31.171 15.514 19.903 0.63 1.28 -0.33
C 22.113 22.780 10.014 -2.03 0.37 0.57
C 29.878 15.809 20.692 0.04 0.02 0.47
C 28.656 14.680 17.308 -1.49 1.02 -0.49
C 19.298 18.157 22.595 -0.83 2.08 -1.76
C 26.580 17.841 22.317 0.38 0.16 2.16
C 18.169 25.682 9.016 0.86 0.52 -0.09
C 11.936 17.659 16.662 -0.81 2.02 -0.14
C 20.055 24.172 9.584 -0.47 -0.51 -0.62
C 17.654 24.788 13.201 -0.77 0.27 -0.65
C 19.684 20.892 15.767 0.61 -0.51 0.86
C 17.003 27.537 21.410 1.80 1.54 0.29
C 24.043 19.770 22.676 1.10 1.28 -0.52
C 15.716 28.608 19.589 1.27 0.44 -1.79
C 22.598 18.276 13.613 -1.64 -0.40 -1.92
C 15.760 26.837 21.812 -1.36 -1.26 -1.65
C 22.120 22.393 23.803 -1.59 -0.35 1.34
C 29.544 13.207 19.231 0.09 -0.74 -0.79
C 28.025 28.337 18.304 -0.98 0.51 1.46
C 28.748 15.532 19.693 -0.38 -1.44 0.44
C 13.711 19.414 16.489 0.53 -1.15 -1.97
C 17.936 24.010 10.792 -1.58 -0.51 0.92
C 14.818 18.588 17.125 0.19 1.67 0.72
C 26.425 23.337 15.221 -0.56 -0.97 1.09
C 17.938 12.291 16.588 0.00 -0.69 0.16
C 25.261 17.832 21.544 1.26 -1.66 -1.07
C 30.341 12.194 18.381 -1.97 -0.39 1.14
C 11.868 19.501 14.942 0.23 0.69 0.98
C 10.055 20.063 13.365 -0.77 0.43 -0.78
C 16.662 24.154 7.872 0.22 -2.77 -0.01
C 14.445 27.487 21.332 -0.36 1.11 -0.12
C 22.221 20.891 24.039 -0.37 0.09 -1.55
C 27.954 23.398 15.498 -1.18 1.93 -0.41
C 22.179 21.229 14.398 -0.45 -0.24 -1.14
C 27.683 26.848 18.482 0.78 0.63 -2.01
C 23.837 17.934 14.365 -0.13 -0.11 -0.74
C 17.109 13.488 16.168 -1.04 -1.05 -1.73
C 17.070 27.893 19.942 -2.69 -1.32 -0.60
C 10.702 18.947 14.212 -1.57 -0.38 -0.76
C 18.109 25.757 14.270 1.77 0.87 0.34
C 25.786 24.568 15.921 -0.89 -0.78 -1.52
C 22.364 21.331 21.639 -2.00 0.63 0.58
C 30.688 15.341 18.459 0.81 -0.17 -0.03
C 13.489 17.682 14.731 -0.31 0.59 0.54
C 20.684 14.711 14.175 0.39 1.07 -0.32
C 20.529 22.767 10.027 1.46 1.76 1.16
C 15.523 17.563 16.279 0.62 0.02 -2.14
C 14.524 16.797 15.376 -0.33 -0.33 0.95
C 26.314 22.706 18.282 -1.16 1.11 -0.73
C 30.259 10.781 19.076 -0.85 1.26 -0.17
C 21.001 20.316 16.335 0.03 0.98 -1.33
C 24.512 19.112 21.352 -1.65 0.30 0.87
C 19.720 10.822 18.657 -0.69 -1.62 -0.19
C 19.755 15.914 14.070 -0.65 0.25 -0.50
C 24.390 19.168 15.010 0.20 -0.66 1.11
C 28.095 24.577 16.515 -0.60 -0.93 -0.31
H 18.586 22.885 7.864 -0.24 0.55 0.00
H 12.553 17.034 17.277 0.52 -0.09 0.10
H 23.002 22.991 24.006 0.42 -0.34 -0.26
H 10.345 20.006 12.280 0.13 0.26 1.17
H 27.206 24.543 18.914 0.48 0.09 0.88
H 19.358 13.025 14.392 -0.24 0.45 0.19
H 19.464 17.854 23.577 0.41 -1.12 1.55
H 25.007 19.838 20.745 0.79 0.32 -0.17
H 26.433 18.061 23.412 0.00 0.37 -0.84
H 15.795 23.672 8.370 0.07 0.76 -0.60
H 15.674 26.717 22.859 -0.05 0.11 1.26
H 23.316 21.597 21.211 0.27 0.27 0.14
H 27.034 28.843 18.359 0.80 0.24 -0.54
H 28.463 15.763 17.120 0.28 -0.79 0.23
H 23.070 21.180 13.763 -0.17 -0.15 0.32
H 13.171 29.545 20.078 0.12 0.40 0.58
H 25.596 17.513 20.543 -0.47 0.05 -0.03
H 21.957 18.481 21.642 0.48 -0.71 -0.38
H 26.778 26.970 16.447 0.55 0.51 -0.72
H 20.963 13.935 16.858 -0.14 -0.30 0.07
H 10.307 21.052 13.803 -0.06 -0.42 -0.52
H 26.825 22.009 21.687 -0.25 -0.62 0.48
H 8.932 20.037 13.328 1.05 -0.28 0.33
H 19.314 22.017 17.567 0.42 0.42 0.15
H 16.218 17.981 15.480 -0.30 0.00 1.56
H 28.562 28.723 19.195 -0.15 -0.37 -0.52
H 11.244 17.042 16.090 0.10 0.16 -0.03
H 21.526 15.168 14.677 0.78 -0.45 0.36
H 26.843 13.684 15.188 0.49 -0.09 -0.80
H 15.029 16.417 14.496 0.32 -0.72 0.18
H 25.453 22.409 17.638 0.45 0.12 0.61
H 15.480 19.389 17.489 0.31 -0.47 -0.07
H 22.542 21.977 10.600 -0.01 -0.38 -0.29
H 19.883 20.146 23.060 0.06 0.11 -0.84
H 28.622 28.605 17.424 -0.48 -0.26 0.06
H 21.189 11.767 17.428 0.29 0.37 -0.38
H 18.176 13.763 18.417 0.35 -0.11 0.83
H 15.108 12.595 16.630 -0.46 -0.08 1.04
H 28.057 21.811 20.428 -0.31 0.56 0.52
H 27.347 26.646 19.471 -0.72 -0.04 0.65
H 14.072 16.010 15.987 -0.10 -0.27 -0.50
H 13.399 29.020 18.426 -0.12 -0.10 0.34
H 29.272 14.324 16.494 0.59 -0.23 0.15
H 19.898 13.705 18.842 1.08 0.96 0.01
H 18.283 26.376 9.868 -0.65 -0.26 -0.67
H 21.023 14.460 13.182 0.19 -0.21 -0.36
H 13.614 26.790 21.431 -0.02 0.12 0.27
H 24.406 14.136 16.890 -0.57 0.99 1.04
H 28.271 22.461 15.910 0.51 -0.27 -0.01
H 21.286 20.450 24.353 -0.28 0.18 -0.05
H 17.994 21.931 16.437 -0.07 -0.08 0.27
H 24.608 16.975 21.870 0.43 1.02 0.06
H 18.099 11.528 15.811 -0.23 0.62 -0.21
H 26.041 23.244 14.184 0.71 0.24 0.48
H 29.201 10.425 19.123 0.83 0.17 -0.12
H 15.717 29.451 20.269 -0.53 0.54 -0.25
H 23.622 18.885 20.767 -0.06 -0.15 -0.13
H 31.372 14.745 17.825 -0.45 0.35 0.29
H 19.538 12.109 20.373 -0.33 0.08 -0.43
H 28.607 26.312 18.384 0.56 -0.57 -0.16
H 19.295 16.173 15.002 0.07 0.32 0.80
H 19.363 14.545 16.463 0.13 0.54 -0.08
H 16.994 14.300 16.876 0.53 -0.03 0.36
H 20.285 16.810 13.686 -0.32 -0.76 0.26
H 13.330 27.088 17.330 -0.01 0.14 -0.41
H 18.977 10.063 18.390 0.31 -0.29 0.26
H 22.146 17.337 13.307 0.07 -0.24 -0.48
H 27.871 14.971 20.095 0.56 0.74 -0.22
H 15.203 14.027 15.550 -0.79 0.12 0.18
H 29.804 12.178 17.442 0.33 -0.41 -0.59
H 29.842 15.190 21.582 -0.19 -0.46 -0.06
H 19.985 19.670 21.258 0.28 0.49 0.43
H 12.708 17.156 14.141 0.78 0.28 0.33
H 29.972 13.150 20.238 -0.27 1.01 -0.14
H 28.456 25.484 16.078 0.45 0.34 -0.50
H 15.969 25.830 8.852 0.33 0.55 0.14
H 19.204 20.171 15.112 -0.21 -0.07 0.04
H 15.092 27.300 17.141 0.27 1.01 0.13
H 21.496 21.050 16.967 -0.17 -0.09 0.36
H 17.439 11.744 17.383 -0.13 -0.03 0.20
H 17.723 23.767 13.562 -0.04 -0.15 0.04
H 27.189 22.375 17.768 0.78 -0.87 0.16
H 28.725 24.309 17.348 0.07 0.03 0.35
H 15.319 26.061 19.364 -0.33 -0.18 -0.04
H 18.997 25.950 8.356 -0.27 0.08 -0.30
H 26.112 22.410 15.748 -0.24 0.59 -0.51
H 17.053 28.492 21.946 -0.03 0.00 0.17
H 15.669 28.909 18.503 0.29 0.08 1.28
H 20.071 22.034 9.426 -0.27 -0.99 -1.04
H 19.439 17.426 21.808 0.01 -0.50 0.28
H 15.469 12.436 14.971 0.52 -0.26 -0.27
H 14.228 25.255 15.889 0.40 0.32 0.76
H 25.779 25.357 15.151 -0.16 0.10 0.63
H 25.175 18.820 15.679 0.46 0.50 -0.12
H 24.663 20.685 22.862 -0.79 -0.42 -0.22
H 31.608 14.585 20.222 0.24 -0.38 0.23
H 16.058 16.884 16.981 -0.12 0.42 -0.86
H 15.558 25.032 17.073 0.54 -0.22 -0.05
H 24.535 17.443 13.672 -0.04 0.02 0.48
H 17.996 22.901 10.912 0.50 1.07 0.61
H 18.898 15.792 13.422 -0.16 -0.36 -0.54
H 17.558 13.883 15.235 -0.36 0.14 0.53
H 16.893 26.264 7.402 -0.17 -0.30 0.29
H 17.805 25.557 15.323 -0.11 0.01 -0.92
H 14.152 19.906 15.614 0.24 0.85 0.69
H 17.966 26.820 14.023 -0.76 -0.30 0.05
H 14.190 28.437 21.871 0.36 -0.82 -0.44
H 21.952 23.520 22.042 -0.43 -1.02 -0.23
H 17.166 26.997 19.340 -0.06 -0.46 -0.18
H 11.409 20.176 15.690 0.50 -0.11 -0.17
H 24.315 19.163 23.533 -0.81 -0.46 0.18
H 25.839 21.106 19.573 0.76 -0.38 -0.13
H 20.042 10.737 16.496 0.22 0.26 -0.01
H 26.969 16.822 22.443 -0.03 0.06 -0.63
H 17.953 11.762 19.764 -0.07 -0.81 -0.28
H 17.428 22.534 9.146 0.34 0.29 -0.41
H 9.979 18.602 14.932 -0.42 0.08 0.53
H 21.702 21.008 20.852 0.12 -0.48 -0.35
H 17.930 27.032 21.704 -0.39 -0.26 0.05
H 21.351 22.795 24.486 0.40 -0.19 0.02
H 28.528 12.794 19.278 0.17 0.36 0.17
H 31.371 12.394 18.237 0.97 0.68 -0.17
H 25.455 24.606 18.731 -0.02 0.40 -0.21
H 30.838 10.164 18.401 0.11 -0.67 0.43
H 25.642 26.653 17.743 0.96 -0.22 -0.48
H 18.469 25.988 11.553 -0.14 -1.29 0.54
H 19.865 21.792 15.182 0.15 -0.08 -0.05
H 13.548 26.002 19.481 -0.23 -0.08 0.03
H 30.644 10.812 20.123 0.01 -0.14 -0.93
H 14.045 18.403 14.155 -0.07 0.19 -0.83
H 22.927 20.554 24.720 1.55 -0.36 1.31
H 18.312 20.662 17.593 0.07 -0.93 -0.27
H 18.250 18.512 22.561 0.39 -0.41 -0.15
H 22.367 23.693 10.532 0.41 0.37 0.13
H 24.537 14.088 15.144 -0.47 -0.15 -0.20
H 10.801 18.059 13.601 0.81 -0.10 -0.36
H 17.892 28.467 19.595 0.64 1.04 0.24
H 20.467 22.532 22.277 1.37 -0.54 0.24
H 24.857 12.671 16.196 0.07 -0.01 -0.40
H 16.825 24.144 10.675 0.86 0.23 0.14
H 30.433 16.295 17.964 0.28 -0.38 0.24
H 21.288 21.255 13.739 0.58 0.14 0.29
H 11.376 18.382 17.312 0.30 -0.88 -0.47
H 14.511 18.092 18.016 -0.66 -0.31 0.86
H 25.161 22.487 20.116 -0.37 0.84 -0.36
H 22.202 22.103 15.029 0.17 0.26 0.23
H 20.579 19.185 13.955 0.72 0.04 -0.27
H 19.532 24.708 12.194 -0.85 -0.14 -0.64
H 20.946 12.629 14.695 0.39 0.39 0.28
H 21.829 18.359 23.419 -0.06 0.14 -0.04
H 12.544 20.106 14.330 -0.05 -0.26 -0.11
H 20.417 25.063 10.124 -0.05 -0.74 0.18
H 27.504 12.883 17.363 -0.27 0.10 0.04
H 28.459 23.680 14.577 0.42 -0.32 0.15
H 12.376 28.092 19.509 -0.76 -0.65 0.21
H 26.682 14.272 18.111 0.34 -0.09 0.08
H 20.847 19.367 16.803 -0.09 -0.33 0.59
H 21.150 18.107 15.175 0.42 0.29 0.12
H 24.749 19.931 14.335 0.28 0.03 -0.33
H 19.222 25.781 14.275 -0.38 -0.51 0.30
H 16.541 23.989 6.785 0.37 -0.05 0.62
H 24.736 24.304 16.235 1.11 0.73 0.14
H 28.481 16.419 19.157 -0.45 0.32 0.01
H 20.383 24.297 8.563 0.16 0.16 -0.44
H 23.465 17.242 15.131 0.74 -0.15 0.12
H 20.215 22.535 11.036 -0.15 0.10 0.38
H 22.719 18.832 12.661 0.30 -0.01 0.56
H 31.982 16.285 20.015 -0.97 -0.61 -0.25
H 23.141 18.867 16.685 -0.19 0.86 -0.48
H 26.365 15.260 15.849 0.39 0.02 -0.22
H 16.600 24.980 12.935 0.16 -0.20 0.26
H 23.658 20.614 16.483 -0.37 -0.71 -0.37
H 22.485 22.846 9.015 0.44 -0.23 -0.59
H 20.544 10.310 19.226 -0.81 0.67 -0.70
H 27.436 23.405 20.999 -0.17 -0.01 -0.71
H 29.804 16.811 21.128 0.08 0.08 -0.67
H 13.114 20.086 17.102 0.37 -0.06 0.23
H 13.891 24.633 17.513 0.47 0.04 -0.46
H 15.740 25.797 21.432 0.20 0.34 0.09
H 27.425 18.486 21.962 -1.02 -0.41 -0.05
```
Positions in Å, forces in eV/Å.